[1]
Density functional theory data (wB97M-V/def2-TZVPD) for a structure of composition C4H8N2O2 at a distorted geometry.

## Properties
E = -416.9358 Eh
HOMO energy = -9.41 eV
Relative energy (zero: lowest compared OMol25 entry of this formula, charge and spin) = 8.711 eV
Largest force on an atom = 7.64 eV/Å

ORCA input file:
```
! RIJCOSX wB97M-V def2-TZVPD def2/J DEFGRID3
* xyz 0 1
C 0.53 -1.09 0.02
C -0.92 -0.86 0.14
C -1.29 0.54 0.85
C 0.35 1.26 -0.70
H 0.72 -0.86 1.03
H 0.69 -2.37 -0.38
H -1.36 -1.19 -0.82
H -1.68 -1.78 0.81
H -1.26 0.32 1.84
H -2.35 1.02 0.15
H 0.97 2.19 -0.91
H -0.65 1.23 -1.39
N 2.55 0.07 -0.73
N 1.07 -0.07 -0.84
O 2.91 0.15 0.38
O -0.29 1.44 0.57
*
```


[2]
Density functional theory data (wB97M-V/def2-TZVPD) for a cluster of 2 separate species, C3H5N in total at a distorted geometry.

## Properties
E = -171.6737 Eh
HOMO energy (alpha / beta) = -6.81 / -9.88 eV
Relative energy (zero: lowest compared OMol25 entry of this formula, charge and spin) = 5.961 eV
Largest force on an atom = 11.88 eV/Å

ORCA input file:
```
! RIJCOSX wB97M-V def2-TZVPD def2/J DEFGRID3
* xyz 0 3
C -0.01 0.25 -0.78
C -1.03 -0.22 -0.10
C 1.10 -0.03 -0.34
N -1.98 0.03 1.38
H -1.72 -0.86 -0.54
H -0.71 -0.25 1.97
H 1.94 0.36 -0.89
H 1.07 -0.86 0.42
H -2.59 -0.67 1.24
*
```


[3]
Density functional theory data (wB97M-V/def2-TZVPD) for a cluster of 2 separate species, C8H12N2O3 in total at a distorted geometry.

## Properties
E = -647.2538 Eh
HOMO energy = -9.24 eV
Relative energy (zero: lowest compared OMol25 entry of this formula, charge and spin) = 0.423 eV
Largest force on an atom = 3.17 eV/Å
SMILES = C[C@H](N)C(=O)O.Oc1ccccn1

ORCA input file:
```
! RIJCOSX wB97M-V def2-TZVPD def2/J DEFGRID3
* xyz 0 1
C 1.52 -2.86 -1.94
C 0.93 -1.65 -1.19
N -0.49 -1.80 -0.84
C 1.07 -0.39 -2.22
O 1.87 -0.50 -3.12
O 0.34 0.71 -2.06
H 1.06 -3.39 -2.70
H 2.39 -2.45 -2.48
H 1.83 -3.61 -1.26
H 1.65 -1.45 -0.38
H -0.53 -2.69 -0.39
H -0.94 -2.12 -1.71
H -0.02 0.96 -1.03
O -1.51 -0.02 1.05
C -1.19 1.22 1.37
C -1.83 1.83 2.45
C -1.59 3.18 2.63
C -0.70 3.84 1.74
C -0.02 3.14 0.78
N -0.35 1.88 0.53
H -1.28 -0.31 0.18
H -2.49 1.24 3.20
H -2.02 3.80 3.44
H -0.28 4.81 1.77
H 0.80 3.45 0.14
*
```


[4]
Density functional theory data (wB97M-V/def2-TZVPD) for a structure of composition C9H21I2O2P2Ti at a distorted geometry.

## Properties
E = -2632.9753 Eh
HOMO energy (alpha / beta) = -15.54 / -15.22 eV
Relative energy (zero: lowest compared OMol25 entry of this formula, charge and spin) = 0.405 eV
Largest force on an atom = 8.75 eV/Å

ORCA input file:
```
! RIJCOSX wB97M-V def2-TZVPD def2/J DEFGRID3
* xyz 2 2
I 0.53 -2.52 -2.01
I -2.63 -4.06 0.00
Ti 0.42 -0.35 -0.59
P 1.69 -1.22 1.34
C 1.32 -2.99 1.55
C 3.50 -1.12 1.52
H 3.77 -1.51 2.50
H 1.84 -0.85 3.68
H 3.86 -0.10 1.41
H 1.26 0.62 2.90
H 1.54 -3.53 0.64
H 3.99 -1.75 0.78
C 1.17 -0.46 2.92
H 1.92 -3.33 2.41
H 0.15 -0.77 3.13
H 0.25 -3.12 1.78
P -1.32 0.76 -1.95
C -2.48 -0.49 -2.58
C -2.38 1.89 -0.96
H -0.30 2.64 -3.14
H -1.94 2.25 -3.73
H -0.58 1.25 -4.21
C -0.99 1.83 -3.38
H -1.80 2.64 -0.44
H -3.04 2.37 -1.66
H -3.22 0.05 -3.19
H -2.99 -0.98 -1.75
H -2.95 1.28 -0.26
H -1.94 -1.24 -3.15
C -1.08 -0.67 0.58
O -1.98 -0.80 1.32
C 0.55 2.61 1.07
C 0.81 1.53 0.19
O 1.69 1.33 -0.75
H 0.60 2.31 2.11
H -0.46 3.00 0.97
H 1.23 3.45 0.95
*
```


[5]
Density functional theory data (wB97M-V/def2-TZVPD) for a structure of composition C18H21Cl3OZr at a distorted geometry.

## Properties
E = -2201.4723 Eh
HOMO energy = 0.86 eV
Largest force on an atom = 6.56 eV/Å

ORCA input file:
```
! RIJCOSX wB97M-V def2-TZVPD def2/J DEFGRID3
* xyz -2 1
C -0.64 0.95 -2.57
C -0.82 -0.43 -2.87
C 0.44 -1.07 -2.77
C -2.10 -1.09 -3.19
C 1.42 -0.08 -2.48
C 0.75 1.17 -2.36
C 1.39 2.47 -2.07
C -1.72 1.94 -2.45
C 0.69 -2.51 -2.95
C 2.87 -0.32 -2.31
Zr -1.00 -0.73 1.23
Cl -1.43 -2.51 0.03
Cl -3.29 0.03 1.33
Cl 1.46 -1.07 1.09
H -2.93 -0.38 -3.08
H -2.29 -1.94 -2.52
H -2.10 -1.47 -4.22
H -0.09 -3.11 -2.45
H 1.65 -2.79 -2.51
H 0.70 -2.79 -4.01
H 3.04 -1.22 -1.70
H 3.34 0.53 -1.82
H 3.36 -0.47 -3.29
H 2.35 2.32 -1.56
H 0.74 3.06 -1.42
H 1.58 3.03 -2.99
H -2.57 1.52 -1.90
H -2.08 2.26 -3.44
H -1.37 2.82 -1.90
O -0.47 1.47 0.27
H 0.39 1.62 0.71
C -0.85 -0.89 3.39
C -0.60 -0.68 4.58
C -0.34 -0.48 5.95
C -1.28 0.20 6.75
C -1.04 0.34 8.11
C 0.12 -0.19 8.68
C 1.07 -0.84 7.88
C 0.85 -0.98 6.51
H -2.18 0.60 6.28
H -1.78 0.86 8.73
H 0.30 -0.09 9.75
H 1.99 -1.24 8.31
H 1.58 -1.48 5.86
*
```


[6]
Density functional theory data (wB97M-V/def2-TZVPD) for a cluster of 9 separate species, C34H54O25S in total at a distorted geometry.

## Properties
E = -3606.9839 Eh
HOMO energy = -9.55 eV
Relative energy (zero: lowest compared OMol25 entry of this formula, charge and spin) = 6.864 eV
Largest force on an atom = 6.56 eV/Å

ORCA input file:
```
! RIJCOSX wB97M-V def2-TZVPD def2/J DEFGRID3
* xyz 0 1
C -4.14 16.93 3.72
C -4.77 18.34 3.52
C -5.16 18.50 1.98
O -6.48 19.02 2.14
C -6.93 19.02 3.41
O -8.00 19.40 3.82
O -6.05 18.28 4.21
H -4.00 16.59 4.74
H -3.15 16.70 3.32
H -4.77 16.19 3.22
H -4.01 18.96 4.00
H -4.97 17.55 1.48
H -4.53 19.24 1.50
C 2.39 14.02 11.00
C 1.74 15.37 10.93
C 0.43 15.48 10.29
O -0.28 16.33 11.18
C 0.46 16.46 12.36
O 0.16 17.09 13.38
O 1.61 15.86 12.18
H 1.72 13.36 11.55
H 3.35 14.05 11.53
H 2.67 13.43 10.13
H 2.40 16.06 10.42
H -0.09 14.53 10.24
H 0.57 15.89 9.29
C -16.24 8.57 14.29
C -16.37 8.60 15.83
C -16.24 7.25 16.43
O -15.82 7.57 17.75
C -15.22 8.77 17.68
O -14.75 9.42 18.60
O -15.29 9.24 16.45
H -16.93 7.79 13.97
H -15.18 8.48 14.05
H -16.53 9.56 13.92
H -17.30 9.09 16.12
H -15.35 6.67 16.19
H -17.20 6.73 16.43
C -9.22 24.61 11.56
C -10.16 23.52 11.13
C -9.39 22.77 9.96
O -8.79 21.61 10.65
C -9.54 21.33 11.75
O -9.39 20.27 12.41
O -10.17 22.46 12.11
H -8.14 24.46 11.53
H -9.52 24.86 12.58
H -9.43 25.51 10.98
H -11.13 23.96 10.88
H -8.52 23.34 9.64
H -9.96 22.63 9.04
C -16.21 7.89 7.40
C -17.42 6.94 7.16
C -18.72 7.66 6.71
O -19.12 7.09 5.51
C -18.17 6.34 5.07
O -18.25 5.59 4.07
O -17.07 6.38 5.88
H -15.32 7.35 7.72
H -16.42 8.68 8.12
H -15.98 8.53 6.55
H -17.47 6.21 7.96
H -18.55 8.73 6.62
H -19.46 7.43 7.48
C -0.81 3.71 12.11
C -1.42 4.44 13.30
C -1.18 5.99 13.21
O -2.38 6.44 12.76
C -3.36 5.55 12.81
O -4.58 5.66 12.88
O -2.79 4.39 13.15
H -1.33 4.09 11.23
H -1.14 2.67 12.12
H 0.26 3.90 12.11
H -1.11 4.01 14.25
H -0.47 6.13 12.40
H -0.89 6.47 14.15
C -15.49 16.00 3.64
C -15.11 16.27 2.14
C -16.26 16.30 1.14
O -15.93 17.37 0.28
C -15.02 18.18 0.91
O -14.60 19.27 0.52
O -14.51 17.54 2.05
H -14.61 16.10 4.27
H -15.73 14.94 3.72
H -16.34 16.54 4.04
H -14.40 15.55 1.73
H -17.24 16.40 1.61
H -16.08 15.46 0.47
C -7.26 12.20 10.75
C -8.38 13.17 10.39
C -8.65 13.47 8.92
O -10.06 13.57 8.96
C -10.57 12.90 9.97
O -11.77 12.80 10.31
O -9.65 12.75 10.86
H -7.36 11.65 11.69
H -6.35 12.80 10.86
H -7.24 11.46 9.95
H -8.17 14.14 10.86
H -8.22 12.74 8.25
H -8.22 14.34 8.43
C -1.06 9.18 3.75
S 0.14 9.47 5.09
O 0.52 10.95 5.00
C -1.10 9.35 6.47
H -1.66 8.27 3.74
H -0.42 9.23 2.87
H -1.89 9.87 3.64
H -0.59 9.40 7.44
H -1.72 8.47 6.30
H -1.75 10.21 6.38
*
```